Here is a molecular structure, C25H41BMnN9 from OMol25. Energies are from the ωB97M-V functional and the def2-TZVPD basis.

Last column: Mulliken charge in e.
Element x y z (Å)
Mn 0.022 -0.543 0.114  0.363
C -4.593 -0.778 -1.393  -1.542
C -3.221 -1.251 -1.874  1.118
C -3.334 -1.881 -3.263  -1.566
C -2.659 -2.252 -0.921  -0.106
C -3.121 -3.533 -0.623  -1.153
C -2.208 -4.036 0.278  -0.451
N -1.271 -3.112 0.505  0.234
N -1.542 -2.006 -0.226  0.150
B -0.017 -3.337 1.372  0.169
N 0.023 -2.290 2.492  0.557
C 0.079 -2.523 3.806  -0.204
C -0.023 -1.320 4.469  -1.497
C -0.150 -0.365 3.461  0.430
N -0.097 -0.967 2.264  -0.157
C -0.358 1.104 3.631  0.185
C 0.882 1.882 3.186  -1.350
C -1.590 1.545 2.837  -1.214
N 1.224 -3.190 0.485  0.498
C 2.127 -4.155 0.290  -0.549
C 3.016 -3.736 -0.673  -1.141
C 2.570 -2.466 -1.044  0.139
N 1.493 -2.135 -0.317  -0.261
C 3.158 -1.585 -2.098  0.981
C 3.434 -2.396 -3.365  -1.672
C 4.449 -0.950 -1.570  -1.441
H -4.984 -0.008 -2.053  0.441
H -4.538 -0.382 -0.381  0.350
H -5.290 -1.612 -1.392  0.387
H -2.514 -0.399 -1.905  -0.143
H -4.044 -2.703 -3.239  0.329
H -2.375 -2.271 -3.592  0.369
H -3.683 -1.151 -3.988  0.454
H -3.982 -4.041 -1.003  0.547
H -2.175 -4.993 0.757  0.496
H -0.047 -4.428 1.820  -0.136
H 0.180 -3.516 4.188  0.509
H -0.007 -1.158 5.526  0.515
H -0.528 1.286 4.696  0.446
H 0.971 1.819 2.104  0.122
H 1.780 1.457 3.630  0.474
H 0.802 2.924 3.488  0.472
H -1.452 1.278 1.781  0.050
H -1.721 2.622 2.925  0.383
H -2.486 1.047 3.204  0.434
H 2.070 -5.072 0.839  0.497
H 3.857 -4.274 -1.052  0.518
H 2.422 -0.805 -2.343  0.188
H 4.125 -3.208 -3.159  0.309
H 3.875 -1.764 -4.131  0.465
H 2.514 -2.826 -3.754  0.374
H 5.200 -1.717 -1.397  0.411
H 4.277 -0.438 -0.625  0.373
H 4.848 -0.238 -2.288  0.397
C -1.695 4.858 0.253  -0.557
C -2.338 3.795 -0.629  -0.675
N -1.474 2.636 -0.623  0.113
C -0.131 2.674 -0.472  0.163
N 0.505 1.516 -0.474  0.113
C 1.971 1.566 -0.478  0.521
C 2.487 2.839 -1.133  -0.984
C 1.906 4.015 -0.372  -0.712
N 0.463 3.875 -0.317  0.262
C -0.292 5.113 -0.271  -0.751
H -1.637 4.482 1.275  0.113
H -2.265 5.786 0.249  0.386
H -2.468 4.174 -1.654  0.303
H -3.319 3.504 -0.247  0.440
H -1.875 1.712 -0.708  -0.106
H 2.329 0.695 -1.029  -0.883
H 2.353 1.499 0.551  0.352
H 2.155 2.870 -2.172  0.342
H 3.574 2.862 -1.108  0.417
H 2.137 4.956 -0.877  0.524
H 2.320 4.056 0.644  0.266
H -0.343 5.560 -1.273  0.313
H 0.241 5.807 0.386  0.488

Forces on the atoms, in the same order (eV/Å):
Mn 0.052 0.208 -0.083
C 0.245 0.114 -0.027
C -0.032 0.039 0.009
C 0.179 0.212 0.080
C 0.320 0.124 0.143
C 0.088 0.011 0.061
C -0.170 0.147 -0.161
N -0.262 -0.534 0.160
N 0.227 0.339 -0.076
B -0.001 0.708 -0.297
N 0.066 -0.342 0.443
C -0.031 0.193 0.004
C 0.009 0.011 -0.251
C 0.052 -0.235 0.134
N -0.086 0.456 -0.370
C 0.045 0.103 -0.267
C -0.130 -0.161 0.186
C 0.172 -0.141 0.069
N 0.288 -0.537 0.133
C 0.102 0.201 -0.157
C -0.160 0.098 0.088
C -0.153 -0.004 0.063
N -0.275 0.420 -0.124
C 0.112 0.059 0.052
C -0.173 0.176 0.049
C -0.223 0.092 -0.084
H -0.098 0.095 -0.076
H -0.051 0.064 0.116
H -0.107 -0.067 0.026
H -0.229 -0.210 -0.056
H -0.091 -0.106 -0.021
H 0.085 -0.038 -0.086
H -0.061 0.079 -0.115
H -0.212 -0.045 -0.132
H 0.081 -0.184 0.148
H 0.001 -0.282 0.217
H 0.003 -0.324 0.040
H -0.051 0.074 0.261
H 0.006 -0.048 -0.090
H 0.042 0.110 -0.110
H 0.094 0.045 0.038
H 0.035 0.142 -0.079
H -0.109 0.191 0.165
H -0.088 0.114 -0.090
H -0.063 0.010 -0.039
H -0.024 -0.222 0.125
H 0.211 -0.145 -0.142
H 0.135 -0.107 0.046
H 0.117 -0.093 0.013
H 0.048 0.062 -0.100
H -0.053 -0.058 -0.075
H 0.084 -0.094 0.018
H 0.033 0.063 0.076
H 0.088 0.093 -0.082
C 0.040 -0.080 -0.253
C -0.146 0.404 0.068
N -0.106 -0.398 0.066
C -0.207 -0.350 0.061
N 0.115 -0.644 0.141
C 0.058 0.088 -0.072
C -0.088 -0.137 0.257
C 0.439 -0.229 -0.070
N -0.135 -0.176 -0.108
C -0.413 0.245 0.087
H -0.034 0.057 0.077
H -0.048 -0.045 -0.027
H -0.032 -0.037 0.191
H 0.095 0.016 -0.045
H 0.106 0.287 -0.057
H 0.047 0.091 0.142
H 0.113 -0.029 -0.109
H 0.055 0.025 -0.045
H 0.070 0.039 -0.026
H -0.044 -0.025 0.063
H -0.023 0.074 -0.113
H 0.067 0.037 0.091
H -0.018 -0.091 -0.094

Properties
HOMO energy (spin up / spin down)	-0.420 / -0.420	Eh
maximum force	0.015	Eh/bohr
electronic energy	-71998.44924	eV
charge	+1
frontier orbital gap (spin up / spin down)	9.636 / 9.264	eV
<S²>	8.75
multiplicity	6